Formula: C37H49FNO12PS2
Source: the OMol25 dataset
Level of theory: ωB97M-V with the def2-TZVPD basis set

Frontier orbital gap = 0.3057 Eh

Geometry as XYZ:
```
103
C37H49FNO12PS2 ωB97M-V with the def2-TZVPD basis set
C 3.277 -2.743 1.918
C 3.566 -1.199 1.812
O 4.651 -0.826 2.697
C 3.982 -0.807 0.329
O 2.867 -0.361 -0.470
C 2.703 -1.128 -1.623
C 3.798 -1.209 -2.590
C 3.580 -2.025 -3.803
C 2.295 -2.714 -3.999
C 1.217 -2.585 -3.030
C 1.396 -1.790 -1.813
N 0.398 -1.577 -0.778
C -0.394 -2.755 -0.479
C -0.770 -2.947 0.926
C -1.605 -4.090 1.298
P -2.090 -4.228 3.107
S -3.085 -2.585 3.530
C -2.023 -5.056 0.290
C -1.666 -4.904 -1.129
C -2.188 -6.001 -2.103
C -3.696 -5.730 -2.515
F -1.353 -6.257 -3.204
C -0.870 -3.735 -1.484
S -0.412 -3.401 -3.202
H 2.206 -3.004 1.681
H 3.950 -3.310 1.211
H 3.487 -3.151 2.948
H 2.671 -0.626 2.168
H 4.809 -1.551 3.326
H 4.785 -0.022 0.456
H 4.499 -1.718 -0.089
H 4.764 -0.671 -2.413
H 4.419 -2.086 -4.529
H 2.178 -3.341 -4.910
H -0.203 -0.793 -1.060
H -0.410 -2.209 1.680
H -0.879 -4.222 3.852
H -2.874 -5.399 3.341
H -2.658 -5.910 0.631
H -2.222 -6.959 -1.505
H -3.816 -4.851 -3.192
H -4.064 -6.695 -2.966
H -4.287 -5.614 -1.561
O 5.935 2.557 -2.065
C 5.173 3.218 -1.414
C 4.225 2.700 -0.361
C 3.277 3.873 -0.181
C 4.159 5.057 -0.519
O 5.082 4.571 -1.507
H 4.787 2.489 0.551
H 3.704 1.809 -0.706
H 2.837 3.934 0.814
H 2.462 3.799 -0.905
H 4.729 5.412 0.345
H 3.588 5.889 -0.930
O -3.379 2.292 6.317
C -4.200 1.417 6.289
C -5.335 1.234 7.269
C -5.771 -0.193 6.990
C -5.414 -0.359 5.528
O -4.254 0.463 5.326
H -6.123 1.954 7.037
H -4.991 1.358 8.294
H -6.824 -0.381 7.200
H -5.178 -0.884 7.597
H -6.207 -0.008 4.865
H -5.178 -1.394 5.280
O 10.432 6.083 1.033
C 9.683 5.772 0.150
C 9.801 4.546 -0.725
C 8.859 4.877 -1.869
C 7.839 5.773 -1.198
O 8.566 6.474 -0.175
H 9.466 3.674 -0.160
H 10.824 4.410 -1.071
H 8.415 4.001 -2.342
H 9.398 5.439 -2.637
H 7.037 5.207 -0.729
H 7.404 6.490 -1.894
O -7.584 1.516 4.018
C -7.736 1.295 2.848
C -6.683 1.441 1.776
C -7.517 1.422 0.506
C -8.702 0.570 0.912
O -8.893 0.829 2.311
H -6.001 0.591 1.829
H -6.139 2.377 1.887
H -6.985 1.035 -0.363
H -7.852 2.435 0.272
H -8.511 -0.499 0.779
H -9.605 0.837 0.364
O -2.644 0.834 -2.363
C -2.783 0.602 -3.531
C -1.718 0.740 -4.590
C -2.534 0.708 -5.871
C -3.724 -0.140 -5.474
O -3.934 0.131 -4.080
H -1.036 -0.111 -4.521
H -1.175 1.677 -4.482
H -1.991 0.314 -6.730
H -2.866 1.720 -6.119
H -3.531 -1.210 -5.595
H -4.620 0.122 -6.036
```